The molecule C5H6N2 at a distorted geometry. Source: the Open Molecules 2025 dataset; level of theory: ωB97M-V/def2-TZVPD.

## Properties
Relative energy (zero: lowest compared OMol25 entry of this formula, charge and spin) = 3.880 eV
E = -8258.478 eV

Each line ends with the natural charge from an NBO analysis.
CARTESIAN COORDINATES (ANGSTROEM)
H 3.3161 1.7502 -0.7546  0.26
H 3.0069 0.1591 0.5642  0.21
C 2.6161 0.8809 -0.2915  -0.46
H -1.0170 0.4650 -1.7725  0.19
H 0.5824 -0.1328 1.7579  0.20
N -2.0529 -0.4081 0.0154  -0.46
C -1.5585 -0.6431 1.1725  -0.04
N 0.2247 -0.1118 -0.3127  -0.37
H 1.2160 0.7132 -1.8562  0.19
H -2.3454 -0.8030 1.9912  0.23
C -0.0880 -0.4043 1.0531  -0.14
C -1.0073 -0.0440 -0.8361  0.18
C 1.3774 0.4585 -0.7395  0.01


A cluster of 2 separate species, C8H14O4S in total at a distorted geometry. Source: the Open Molecules 2025 dataset; level of theory: ωB97M-V/def2-TZVPD.

## Properties
Relative energy (zero: lowest compared OMol25 entry of this formula, charge and spin) = 7.051 eV
E = -27542.695 eV

Each line ends with the natural charge from an NBO analysis.
CARTESIAN COORDINATES (ANGSTROEM)
C -2.2949 1.3193 1.0743  -0.05
H -1.0040 2.2876 -0.1979  0.20
O 2.8745 -1.5396 -1.9010  -0.98
H -0.0410 0.8774 -2.6196  0.23
H -1.6158 3.2715 1.0382  0.21
C 2.2337 0.1591 0.4601  -0.09
H -0.2171 -0.7210 -3.0789  0.24
H -0.2844 -2.6841 0.4184  0.20
H -1.4063 -0.0310 -1.9109  0.28
C 0.6571 -0.3302 -1.1908  0.35
H -1.5637 -2.0477 -0.7994  0.20
H -2.3740 1.1160 2.1000  0.19
H -0.2938 2.2399 1.4400  0.22
C -1.2386 2.3764 0.8008  -0.63
S 1.7213 -1.8752 -1.0568  1.23
H 3.0116 -1.8025 0.8981  0.23
O 1.2897 0.5921 -0.5020  -0.48
H 3.2091 0.4204 -0.0567  0.22
C -1.0603 -0.7081 0.8234  0.67
C -0.9969 -1.9380 0.1318  -0.55
O -2.0407 0.1193 0.3126  -0.56
C -0.3347 -0.1191 -2.2957  -0.71
H 1.9679 0.6689 1.5358  0.25
O -0.3723 -0.4631 1.8082  -0.71
C 2.1874 -1.3349 0.6397  -0.63
H -3.4639 1.6600 0.8274  0.18
H 1.4502 -1.5133 1.3008  0.26


A structure of composition C22H25B3BiF8N12S at a distorted geometry. Source: the Open Molecules 2025 dataset; level of theory: ωB97M-V/def2-TZVPD.

## Properties
Relative energy (zero: lowest compared OMol25 entry of this formula, charge and spin) = 0.716 eV
2S+1 = 2
E = -81559.669 eV
⟨S²⟩ = 0.7563

Each line ends with the Löwdin spin population.
CARTESIAN COORDINATES (ANGSTROEM)
C 3.2808 -1.3110 0.3232  0.10
N -4.7308 -0.1273 -0.5771  0.00
C -3.5013 2.6832 -0.2868  0.00
H -7.6391 0.4769 0.4928  0.00
H -4.4732 -1.6666 1.3945  0.00
N -1.3915 -0.8558 1.0291  0.00
H -3.9771 -0.1959 -3.3358  0.00
C -6.7756 0.0513 0.0072  0.00
F 2.5363 -0.3351 -1.9001  0.00
F 1.8770 -0.8355 -4.0439  0.00
N -2.6900 -0.7979 0.6737  0.00
C -0.9284 -1.2774 -2.9401  0.00
H 4.7913 1.5313 4.8532  0.00
C 0.7867 -4.3473 -1.1676  0.01
N 1.1030 -2.2442 -0.0844  0.02
B -3.2353 0.0769 -0.5115  0.00
C 2.4306 -2.3602 -0.2642  0.01
C 5.1086 1.7048 3.8243  0.01
N 2.7669 2.3178 3.1029  0.05
H 2.0996 3.0560 3.2749  0.00
H -4.8558 -1.8952 -1.7625  0.00
C -1.3757 3.1342 0.0753  0.00
C -2.6254 3.7272 -0.0675  0.00
N -2.5453 -0.4182 -1.7958  0.00
H -2.8574 4.7757 -0.0154  0.00
C 2.1498 -4.4437 -1.4007  0.00
B 1.9362 4.1203 0.3761  0.00
H 4.0479 -3.4836 -1.1155  0.00
C -5.3804 -1.1735 -1.1583  0.00
H 4.8257 -1.0728 -1.1019  0.00
F 0.8391 0.8497 -2.8518  0.00
H 0.1025 -5.1135 -1.5025  0.00
H -0.7474 -3.0888 -0.3407  0.00
C -1.9884 -1.0878 -3.8249  0.00
F 3.2837 4.4436 0.4919  0.00
F 3.0045 1.1301 -3.6252  0.00
H 2.5631 -5.2931 -1.9277  0.00
N 3.0668 0.3656 1.9336  0.40
C 0.3112 -3.2217 -0.5173  0.00
N 2.6708 -0.5186 1.1146  0.25
C -2.5450 -2.1629 2.4104  0.00
N -2.8066 1.5324 -0.2717  0.00
C 4.1887 2.7027 3.1230  0.01
H -2.0060 -1.3049 -4.8780  0.00
H -0.3269 -1.8546 2.5290  0.00
F 1.8222 2.7021 0.0865  0.00
C -2.9904 -0.5286 -3.0589  0.00
F 1.2951 4.8339 -0.6173  0.00
C 2.9823 -3.4383 -0.9461  0.01
H 4.5183 2.8754 2.0984  0.00
S 0.5245 1.0787 2.4309  0.04
H -4.5642 2.6719 -0.4333  0.00
H 4.2275 3.6555 3.6447  0.00
H -2.8007 -2.8368 3.2082  0.00
H -0.4235 3.5962 0.2673  0.00
N -1.4958 1.8126 -0.0539  0.01
H -7.5004 -1.7514 -1.1088  0.00
C 4.7290 -1.1878 -0.0216  0.02
B 2.0871 0.2273 -3.1523  0.00
C -3.4046 -1.5765 1.4976  0.00
C -6.7034 -1.0913 -0.8136  0.00
H 5.1528 -0.3139 0.4661  0.00
H 5.2646 -2.0829 0.2979  0.01
N -5.5928 0.6156 0.1519  0.00
C -1.2872 -1.6728 2.0762  0.00
H 5.1271 0.7530 3.3043  0.00
H 6.1225 2.1041 3.8330  0.00
F 1.2806 4.3382 1.6248  0.00
N -1.2721 -0.8709 -1.7192  0.00
Bi 0.2291 0.2699 -0.1342  0.01
H 0.0532 -1.6739 -3.1401  0.00
C 2.2511 1.2979 2.4506  0.05


A cluster of 2 separate species, C7H17O3 in total at a distorted geometry. Source: the Open Molecules 2025 dataset; level of theory: ωB97M-V/def2-TZVPD.

## Properties
Relative energy (zero: lowest compared OMol25 entry of this formula, charge and spin) = 0.615 eV
2S+1 = 2
E = -13672.844 eV
⟨S²⟩ = 0.7536

Each line ends with the Löwdin spin population.
CARTESIAN COORDINATES (ANGSTROEM)
H -1.9964 0.9183 1.1861  0.00
H -3.4480 -0.5945 -0.2074  0.00
C -1.2648 -1.9181 -0.8766  0.11
H 4.4155 0.6546 -0.5046  0.00
H -1.6712 -2.7974 -1.4202  0.03
C 1.9454 0.6778 0.4171  0.01
C 0.2082 -2.0142 -0.7224  0.71
H -3.6578 -1.4948 1.3235  0.00
H 4.2122 2.0183 0.6387  0.00
C 3.9368 1.6388 -0.3613  0.00
C -1.6071 1.8616 0.7566  0.00
H 2.1799 0.9924 1.4504  0.00
H 2.3723 -0.3380 0.3220  0.00
C -3.2642 -1.5573 0.3005  0.00
H -3.7981 -2.3534 -0.2474  0.00
O 2.5428 1.5509 -0.5085  0.00
O -1.8886 -1.8269 0.3821  0.00
H -2.0078 2.7032 1.3358  0.00
O -0.2144 1.8833 0.8259  0.01
H 0.2140 0.7363 -0.8546  0.01
H 0.8216 -1.9000 -1.6180  0.03
H 0.6075 -2.4737 0.1843  0.03
H -1.5149 -1.0356 -1.5016  0.01
C 0.4493 0.6104 0.2195  0.03
H -1.9546 1.9038 -0.2911  0.00
H 0.0704 -0.1786 0.8931  0.01
H 4.3119 2.3327 -1.1223  0.00